127
Properties=species:S:1:pos:R:3:forces:R:3:mulliken_charge:R:1 method="wB97M-V/def2-TZVPD" max_force_ev_per_a=3.423 charge=+1 s_squared=2.01 homo_energy_ev="-9.555 / -9.555" multiplicity=3
Pt 3.015 0.716 -1.205 -1.473 0.200 -0.184 3.207
S -0.822 -4.872 4.598 -1.026 0.707 0.487 1.101
S 1.858 2.587 -4.111 -0.963 0.961 -0.862 0.880
S -5.109 3.217 0.126 -1.594 0.109 1.967 1.248
S 2.205 4.072 0.288 0.661 1.733 -0.327 0.679
S 3.035 -0.474 2.017 1.262 -2.225 0.553 0.739
O 2.486 2.069 -2.875 0.177 0.381 -0.709 -0.866
O -0.245 -5.721 3.584 0.274 -0.119 0.298 -0.587
O 3.505 0.094 0.749 0.464 -0.172 0.435 -1.044
O 1.304 3.953 -4.107 1.003 -2.217 0.431 -0.681
O 2.736 2.714 0.007 -0.612 1.937 1.121 -0.844
O 0.873 0.617 -0.772 -0.253 0.829 0.135 -0.319
O 1.860 0.050 2.662 0.024 0.247 -0.213 -0.477
O -2.215 -5.106 5.006 1.934 0.546 -0.458 -0.674
O -4.795 4.593 0.415 0.629 0.124 -0.521 -0.696
O -5.861 2.880 -1.066 0.788 -0.102 0.078 -0.689
O 3.171 5.206 0.173 -2.240 -2.361 0.277 -0.689
N 3.937 -5.427 -1.264 -0.123 -0.056 0.351 0.036
N -5.124 2.233 -4.081 1.591 0.215 -1.524 0.041
N -0.362 1.593 3.864 -0.340 1.952 0.907 0.989
N 1.831 -2.159 -4.464 0.065 -0.275 -0.517 0.233
C 1.997 -4.507 -0.805 -0.686 1.847 -0.383 0.263
C 1.526 -2.312 -5.807 -3.128 -0.439 1.318 -0.665
C -4.031 2.551 -6.023 -1.466 1.831 -1.005 -1.043
C 2.066 -5.650 -0.006 0.762 -0.273 -0.579 -1.152
C 1.244 -3.572 5.639 0.740 -1.901 0.876 -0.549
C -0.523 -3.123 4.018 -1.049 -0.267 -0.103 -0.548
C 0.640 1.343 -4.632 0.152 -0.954 -0.427 0.696
C -1.433 0.020 -1.388 -0.417 -0.249 -1.115 -1.345
C -0.737 2.655 4.736 0.338 -0.328 -1.253 -0.531
C 4.475 -0.541 3.217 -0.075 -0.585 -1.159 -0.977
C 2.920 -2.380 1.849 -1.032 1.962 -0.062 0.815
C 3.982 -2.944 2.713 0.417 -0.728 -0.179 -0.783
C 3.281 -6.193 -0.351 0.660 -1.728 0.795 -0.739
C -1.167 0.534 4.106 -0.833 0.039 1.732 -0.529
C -0.434 -2.348 -4.522 2.518 -0.687 1.202 -0.789
C 1.288 4.137 1.987 1.133 -0.066 -0.996 -0.820
C -0.357 0.140 -0.321 -0.306 -1.773 -0.863 1.824
C -5.187 2.873 -5.311 0.142 -0.805 0.604 -0.369
C 0.712 -2.247 -3.672 -1.098 0.613 -1.199 -0.922
C -0.167 3.890 1.639 0.395 0.829 -0.037 0.995
C -3.697 2.142 0.404 -0.051 -0.763 -0.164 -0.144
C 0.271 -4.688 6.106 -0.971 0.379 -1.358 -0.994
C -0.127 -1.249 0.294 0.661 -0.654 1.008 -0.028
C -1.985 0.883 5.192 -0.512 -0.522 -0.864 -0.873
C 3.155 -4.355 -1.525 -0.287 0.392 -0.741 -0.586
C 2.931 2.380 -5.604 -0.233 -0.775 0.460 -0.935
C -6.019 2.632 1.625 -0.699 0.572 -1.876 -0.809
C 4.344 -1.978 3.806 -0.080 0.935 1.211 -0.496
C -0.446 4.763 0.398 1.198 -1.757 -1.921 -0.978
C -3.211 1.785 -5.236 -0.157 -0.926 2.505 0.438
C 2.348 1.119 -6.305 0.533 -0.196 -0.244 -0.659
C 0.834 1.133 -6.150 0.795 1.936 0.065 -0.726
C -1.791 2.253 5.501 0.727 -0.674 -0.320 -0.861
C 0.398 -2.490 5.026 0.362 0.532 0.584 -0.074
C -5.188 1.587 2.300 -0.585 -0.497 0.289 -0.921
C 0.622 4.282 -0.696 -0.110 0.376 0.984 -0.184
C 0.096 -2.479 -5.818 2.145 0.214 -0.984 -0.751
C -3.735 1.690 1.901 0.283 1.737 -0.297 0.163
C -3.893 1.598 -4.026 -0.110 -0.203 -0.050 -0.941
H -0.841 0.701 0.478 0.690 0.807 0.401 -0.902
H -1.124 -0.377 3.527 0.194 0.066 0.138 0.413
H 0.331 -1.128 1.276 -0.200 0.126 0.178 -0.603
H 4.002 2.369 -5.401 -0.144 -0.362 0.550 0.420
H -0.310 5.839 0.506 -0.160 -0.126 0.491 0.442
H -2.370 2.870 6.173 0.266 -0.168 0.159 0.459
H 0.590 -1.905 -0.201 0.040 0.379 -0.713 -0.845
H 1.814 3.398 2.592 -0.198 -0.105 0.034 0.384
H -3.755 2.932 -6.995 -0.285 -0.002 -0.027 0.387
H 4.813 -3.220 2.063 0.324 0.013 0.351 0.377
H 3.587 -1.992 4.589 -0.618 0.257 -0.222 0.028
H -6.311 3.544 2.145 0.367 -0.146 0.225 0.406
H 0.617 2.061 -6.679 -1.229 -0.134 -0.161 0.545
H -3.380 2.509 2.527 0.524 0.300 -0.205 0.076
H -6.922 2.151 1.250 -0.125 0.329 -0.044 0.379
H 1.965 -4.025 4.958 -0.262 -0.062 -0.729 0.031
H -0.382 1.490 -4.282 0.218 0.605 0.025 0.055
H 2.689 1.180 -7.338 -0.271 -0.131 -0.135 0.403
H 4.814 -5.626 -1.725 -0.237 -0.139 0.320 0.201
H -2.017 0.894 -1.676 0.241 0.432 0.578 0.174
H 3.017 -2.709 0.814 -0.440 0.328 -0.005 0.000
H -0.174 -3.145 2.986 0.170 -0.306 0.100 -0.034
H -1.497 -2.634 4.028 -0.055 -0.110 -0.084 0.483
H 0.575 -5.704 6.358 0.486 0.291 -0.017 0.489
H -0.432 -2.783 -6.710 -0.161 0.345 0.014 0.509
H -1.416 4.545 -0.050 -0.160 0.289 0.256 0.264
H 1.178 -3.805 -0.853 -0.050 -0.112 -0.010 0.658
H 5.341 -0.457 2.561 0.076 -0.263 -0.160 0.431
H 1.451 5.125 2.417 0.193 0.043 -0.282 0.413
H 1.040 -1.678 4.685 -0.183 0.015 -0.553 0.021
H 0.432 3.306 -1.143 -0.161 -0.309 0.514 -0.217
H -6.078 3.455 -5.493 0.280 0.041 -0.460 0.410
H 4.535 0.358 3.831 -0.616 -0.348 0.365 0.514
H 0.812 -2.136 -2.603 -0.106 -0.046 -0.074 1.083
H -5.814 2.358 -3.355 0.372 -0.179 0.151 0.260
H 1.293 -6.033 0.645 0.272 -0.085 0.026 0.549
H -0.444 -4.315 6.839 0.152 -0.029 0.200 0.373
H 2.780 -2.134 -4.119 -0.276 0.074 0.053 0.266
H 0.679 4.936 -1.567 0.583 0.368 0.372 0.635
H -1.067 -0.314 -2.359 0.486 -0.323 0.084 -0.258
H -3.107 0.856 2.215 -0.209 -0.233 -0.590 0.085
H 2.248 -2.362 -6.609 -0.001 -0.015 0.264 0.480
H 2.600 0.117 -5.956 1.051 0.333 0.522 0.170
H -0.221 -2.027 5.795 0.032 -0.039 0.208 0.495
H -2.214 1.424 -5.441 -0.204 -0.085 -0.152 0.468
H -1.448 -2.532 -4.198 0.089 0.209 -0.056 0.565
H 1.948 -3.268 6.413 -0.573 0.410 0.504 0.505
H 2.809 3.273 -6.217 -0.555 -0.023 0.066 0.409
H -0.824 4.178 2.460 0.060 -0.174 0.039 0.377
H -5.628 0.655 1.947 0.247 -0.368 0.595 0.360
H 1.004 0.428 -4.165 -0.008 -0.084 0.287 -0.536
H 3.554 -3.855 3.131 0.388 -0.181 0.090 0.361
H 0.324 1.642 3.125 -0.050 -0.093 0.359 -0.012
H -1.009 -1.875 0.425 -0.291 0.373 -0.043 0.767
H 0.386 0.241 -6.586 -0.240 0.266 0.323 0.385
H 3.455 -3.661 -2.296 -0.202 0.102 0.169 0.356
H -3.599 0.996 -3.179 -0.153 0.119 0.018 0.457
H -5.317 1.757 3.369 0.144 -0.724 0.089 0.286
H 1.947 -2.563 2.304 -0.194 -0.080 -0.445 -0.607
H -0.252 2.819 1.460 -0.564 0.079 -0.406 -0.829
H -2.141 -0.745 -1.067 -0.201 0.106 0.000 0.594
H -2.804 2.638 0.024 0.039 0.016 0.284 0.035
H -2.699 0.269 5.721 -0.041 -0.229 -0.376 0.476
H 3.745 -7.113 -0.028 -0.101 0.027 0.094 0.438
H 5.169 -2.346 4.416 0.664 0.434 -0.550 0.524
H -3.950 1.340 -0.289 0.280 -0.394 0.126 0.142
H -0.290 3.638 4.727 0.264 -0.230 -0.301 0.516

20
Properties=species:S:1:pos:R:3:forces:R:3:mulliken_charge:R:1 method="wB97M-V/def2-TZVPD" max_force_ev_per_a=1.064 smiles=CNC[C@H](N)CSS homo_energy_ev=-8.397 relative_energy_kj_mol=50.2
S -3.845 -1.411 -0.810 0.198 0.113 0.256 -0.231
S -2.722 0.063 -1.762 -0.170 -0.083 -0.183 -0.002
N -1.637 0.307 1.303 -0.040 -0.217 -0.166 -0.617
N 1.716 0.715 -0.219 -0.534 -0.747 -0.125 -0.257
C -0.730 0.590 0.190 0.376 0.418 0.831 0.509
C -1.039 -0.105 -1.115 -0.244 -0.622 -0.248 -0.862
C 3.012 0.125 0.034 0.828 0.121 0.657 -0.826
C 0.671 0.252 0.693 0.331 0.355 0.024 -1.067
H -2.908 -2.373 -0.853 -0.115 -0.067 -0.204 0.154
H 0.796 0.713 1.675 -0.206 0.058 0.264 0.320
H -0.469 0.241 -1.974 0.355 0.335 0.211 0.349
H -0.800 -1.173 -1.047 -0.125 0.029 0.070 0.231
H 3.586 -0.063 -0.874 -0.162 -0.087 -0.087 0.281
H 1.738 1.720 -0.188 0.184 0.171 -0.062 0.248
H -1.410 -0.599 1.701 -0.073 -0.004 0.000 0.270
H 2.928 -0.793 0.614 -0.303 -0.349 -0.421 0.280
H 3.673 0.696 0.701 -0.123 0.465 -0.127 0.296
H -0.721 1.675 0.062 -0.266 0.069 -0.318 0.146
H 0.761 -0.824 0.875 0.044 -0.067 -0.349 0.529
H -2.601 0.243 0.994 0.043 0.109 -0.022 0.250

22
Properties=species:S:1:pos:R:3:forces:R:3:mulliken_charge:R:1 method="wB97M-V/def2-TZVPD" max_force_ev_per_a=2.520 charge=+1 homo_energy_ev=-12.157 relative_energy_kj_mol=131.7
N -1.823 0.039 1.063 -2.131 0.267 1.319 -0.504
N 0.146 -1.204 -0.577 1.713 -0.325 -0.158 0.059
C 1.074 2.432 0.838 0.443 0.944 0.641 -1.173
C 1.132 -2.355 -0.587 -0.532 0.493 0.341 -0.823
C 0.027 1.544 1.460 -0.660 0.046 -1.391 -0.324
C -0.329 -0.831 -1.914 -1.464 -0.338 -0.396 -0.839
C -1.124 1.219 0.836 1.501 0.939 -0.939 -0.231
H -0.875 0.121 -1.873 0.244 -0.314 0.045 0.253
H 0.556 -0.401 -0.092 0.107 0.224 -0.080 0.128
H 2.035 1.909 0.656 -0.523 -0.005 0.178 0.295
H -1.032 -1.636 -2.219 0.477 0.629 -0.027 0.388
H 0.484 -0.773 -2.619 0.309 0.053 -0.030 0.392
H 0.839 -3.057 -1.360 -0.110 -0.112 0.098 0.350
H 1.314 3.218 1.564 0.200 0.026 -0.202 0.383
H 0.206 1.135 2.444 0.395 -0.394 0.017 0.328
H -1.506 1.814 -0.010 0.529 -0.382 0.145 0.385
H 2.120 -1.969 -0.805 0.088 0.039 0.040 0.355
H -2.830 0.203 0.774 1.420 -0.713 1.072 0.257
H 0.832 2.956 -0.105 -0.394 -0.506 0.417 0.299
H -0.625 -1.417 0.027 -1.069 -0.091 0.395 0.404
H -1.699 -0.156 2.089 -0.824 -0.310 -1.247 0.264
H 1.078 -2.792 0.411 0.281 -0.170 -0.238 0.354

36
Properties=species:S:1:pos:R:3:forces:R:3:mulliken_charge:R:1 method="wB97M-V/def2-TZVPD" max_force_ev_per_a=3.747 charge=+2 s_squared=6.03 homo_energy_ev="-15.893 / -16.111" multiplicity=5 relative_energy_kj_mol=0.0
Pt -0.243 -0.123 0.949 -1.532 2.006 -1.550 1.551
N 1.432 -0.596 -0.084 2.332 -1.611 0.256 -0.326
N 0.679 2.125 -0.842 0.247 -0.003 0.381 0.227
N -0.551 0.385 -2.021 -0.071 -0.671 -0.229 0.292
N 0.255 1.782 0.416 0.746 1.231 -0.025 -0.679
N 1.735 -0.128 -1.330 2.010 -1.120 -1.086 0.017
N -1.139 -0.087 -0.890 -1.667 -0.677 -0.615 -0.513
C 0.417 3.977 0.353 -0.012 0.169 0.180 -1.070
C 0.135 2.889 1.172 0.053 -0.034 -1.294 0.106
C 0.742 3.474 -0.906 -0.115 -1.017 0.724 -0.061
C 2.761 -0.866 -1.808 -2.319 2.836 -0.786 0.066
C 0.172 -0.705 2.727 0.521 -1.919 2.936 -1.252
C 2.329 -1.544 0.275 -0.393 0.644 -0.707 0.125
C 3.163 -1.760 -0.815 0.672 -1.539 1.920 -0.903
C -1.408 0.231 -3.050 0.022 -0.028 0.629 -0.077
C -2.572 -0.344 -2.557 -0.389 -0.067 0.021 -1.018
C -2.295 -2.773 2.862 -0.062 0.127 -0.134 -0.762
C -2.385 -0.527 -1.187 1.155 0.484 -0.931 -0.006
B 0.861 1.012 -1.940 -1.350 0.749 0.482 -0.076
H 3.964 -2.481 -0.865 0.046 0.009 -0.127 0.453
H 0.992 3.934 -1.842 0.105 0.310 -0.056 0.504
H -1.119 0.575 -4.035 -0.199 -0.087 0.090 0.485
H -0.657 -0.461 3.405 0.200 -0.095 -0.154 0.416
H -0.142 2.788 2.211 -0.053 0.281 -0.093 0.467
H -3.015 -0.931 -0.410 -0.056 -0.026 -0.144 0.482
H 3.120 -0.689 -2.810 0.173 -0.073 -0.055 0.535
H -2.983 -3.180 2.115 0.117 0.004 0.238 0.291
H -2.684 -2.933 3.872 0.051 0.041 -0.276 0.306
H 0.351 -1.793 2.737 -0.016 0.367 0.399 0.405
H -3.459 -0.584 -3.110 -0.083 0.001 -0.128 0.431
H 1.088 -0.182 3.021 0.182 0.112 -0.089 0.426
H -1.318 -3.250 2.767 -0.147 -0.124 0.020 0.201
H 0.373 5.002 0.648 0.058 0.359 -0.002 0.449
H 1.276 1.438 -2.974 0.008 -0.199 0.187 0.019
H -2.170 -1.697 2.686 -0.274 -0.255 0.066 -0.006
H 2.295 -1.978 1.259 0.041 -0.184 -0.049 0.495

| no. | E_tot (eV) |
| --- | --- |
| 1 | -127420.159 |
| 2 | -28992.830 |
| 3 | -8401.312 |
| 4 | -24525.151 |